Record 1
Computed, not measured: a cluster of 2 separate species, C5H12O in total, with ωB97M-V/def2-TZVPD.

The geometry in XYZ format:
```
18
Properties=species:S:1:pos:R:3:forces:R:3
C 2.753 -0.903 0.432 -1.912 -2.578 -3.248
C 1.408 -0.353 -0.058 -4.236 -1.999 3.864
C 0.089 -0.587 0.457 3.012 0.851 -3.983
C -1.042 0.212 -0.257 -0.358 -0.198 0.679
C -0.354 -1.489 1.516 -0.225 -0.641 0.722
H 3.351 -0.659 -0.394 1.291 0.315 -1.423
H 3.210 -0.368 1.154 1.073 1.425 3.139
H 2.951 -2.032 0.460 -0.957 1.510 0.620
H 1.385 0.469 -0.710 0.550 0.778 -1.175
H -2.128 -0.044 -0.084 1.299 -0.429 0.235
H -0.963 0.290 -1.348 0.429 0.135 0.374
H -0.924 1.164 0.234 -0.273 0.973 -0.382
H -1.340 -1.956 1.209 0.963 0.681 0.800
H -0.427 -0.788 2.418 -0.265 -1.551 -0.661
H 0.368 -2.328 1.647 -0.401 0.747 0.436
O -2.720 2.723 -2.390 -0.350 1.855 -1.045
H -2.884 3.618 -2.792 0.227 -1.448 -0.194
H -2.732 3.030 -1.494 0.134 -0.424 1.243
```
Positions in Å, forces in eV/Å.

Values from the calculation:
Charge: 0
SMILES: CC=C(C)C.O
Energy relative to the best compared isomer or geometry (same formula, charge and spin) (kJ/mol): 219.4
HOMO energy (eV): -8.30

Record 2
Computed, not measured: the molecule C7H14N2O3, with ωB97M-V/def2-TZVPD.

The geometry in XYZ format:
```
26
Properties=species:S:1:pos:R:3:forces:R:3
C -1.745 0.847 2.516 -0.094 0.700 1.403
O -0.404 0.355 2.256 -0.158 1.449 0.308
C -0.137 -0.053 0.960 0.256 -2.605 -0.896
C -0.831 -1.465 0.778 1.540 -1.213 -1.138
C 1.397 -0.371 0.844 0.859 4.692 0.175
N 1.874 -0.614 -0.525 -0.353 -1.032 0.781
N 2.864 -1.526 -0.802 1.984 1.260 0.495
O 3.763 -1.716 0.057 -3.581 0.400 -1.395
C 1.284 0.236 -1.606 -0.802 -1.641 -0.322
C -0.273 0.390 -1.344 2.351 -1.377 0.618
C -0.902 1.277 -2.285 -0.606 -0.270 -3.914
O -0.509 0.922 -0.038 0.142 -1.548 0.777
H -1.756 1.621 3.406 0.589 -1.570 -1.762
H -2.090 1.390 1.627 -0.249 -0.373 0.304
H -2.428 0.019 2.859 0.637 0.670 -0.725
H -0.740 -2.072 1.744 -0.578 1.169 -1.301
H -0.262 -2.123 -0.011 -0.856 1.294 1.420
H -1.816 -1.353 0.333 -0.409 -0.178 0.604
H 1.916 0.632 1.168 -0.790 -1.771 -0.045
H 1.623 -1.125 1.552 0.598 -0.899 0.258
H 1.637 1.283 -1.504 0.632 -0.712 -0.514
H 1.463 -0.357 -2.630 -0.152 1.784 2.207
H -0.629 -0.641 -1.524 -0.456 0.469 0.638
H -0.718 2.323 -2.259 0.801 0.893 0.475
H -0.615 0.920 -3.349 -0.526 0.617 1.500
H -1.967 1.199 -2.225 -0.777 -0.209 0.049
```
Positions in Å, forces in eV/Å.

Values from the calculation:
Charge: 0
SMILES: CO[C@]1(C)CN(N=O)C[C@H](C)O1
Energy relative to the best compared isomer or geometry (same formula, charge and spin) (kJ/mol): 548.6
HOMO energy (eV): -9.12

Record 3
Computed, not measured: a structure of composition C61H52N3O2P3Pd, with ωB97M-V/def2-TZVPD.

The geometry in XYZ format:
```
122
Properties=species:S:1:pos:R:3:forces:R:3
Pd 0.856 0.014 0.446 0.315 -0.394 0.121
N 2.450 1.385 2.992 -0.034 0.086 0.035
P 0.858 0.800 2.813 -0.084 0.313 -0.040
C 0.576 0.342 4.561 0.008 -0.054 -0.040
C 0.434 -0.978 4.964 -0.016 -0.038 0.005
C 0.291 -1.290 6.311 0.018 0.010 -0.030
C 0.302 -0.286 7.263 0.009 0.039 -0.003
C 0.450 1.041 6.870 -0.011 -0.035 0.000
C 0.579 1.354 5.528 -0.029 -0.031 -0.011
C -0.159 2.320 2.733 -0.062 -0.079 0.148
C 0.280 3.403 2.050 0.049 0.085 -0.068
C -0.627 4.542 1.691 -0.007 0.001 0.056
C -1.922 4.511 2.445 0.023 0.003 -0.015
C -2.312 3.421 3.149 0.083 -0.055 -0.008
C -1.477 2.288 3.271 0.023 0.006 -0.054
C 3.476 1.298 2.077 -0.050 -0.044 0.059
C 4.739 1.797 2.435 -0.005 -0.014 -0.001
C 5.772 1.691 1.540 0.041 0.005 -0.009
C 5.539 1.080 0.310 0.000 -0.015 0.016
C 4.272 0.620 0.048 -0.067 -0.141 0.013
N 3.232 0.731 0.896 -0.017 0.106 -0.032
H 2.704 1.765 3.894 -0.020 0.007 -0.107
H 0.433 -1.770 4.232 0.001 0.064 0.032
H 0.174 -2.324 6.609 -0.002 -0.012 0.002
H 0.194 -0.529 8.311 -0.006 0.001 0.011
H 0.450 1.830 7.609 0.007 0.005 0.010
H 0.658 2.394 5.231 0.012 0.003 -0.012
H 1.282 3.418 1.633 -0.001 0.006 -0.002
H -0.109 5.495 1.868 -0.020 0.018 0.032
H -2.567 5.376 2.375 -0.010 0.011 -0.015
H -3.274 3.421 3.646 -0.021 -0.011 0.009
H -1.824 1.422 3.816 0.003 -0.014 0.005
H 4.879 2.249 3.408 -0.001 0.013 0.003
H 6.753 2.069 1.797 0.005 0.003 -0.009
H 6.321 0.955 -0.425 0.015 0.001 -0.001
H 4.065 0.119 -0.886 -0.033 0.016 -0.020
C -3.810 -2.698 -3.679 0.006 0.058 0.055
C -2.368 -3.154 -3.969 0.094 -0.009 0.009
C -2.375 -4.153 -5.124 -0.051 -0.006 0.006
C -1.512 -1.934 -4.296 -0.078 0.006 -0.118
C -1.240 -1.487 -5.581 0.078 0.000 -0.005
C -0.412 -0.390 -5.799 -0.026 -0.049 0.094
C 0.195 0.242 -4.729 0.002 0.011 -0.080
C -0.065 -0.168 -3.421 0.023 0.113 0.075
P 0.999 0.421 -2.032 -0.032 -0.055 -0.144
C 2.541 -0.358 -2.645 -0.091 -0.082 0.065
C 2.751 -1.672 -2.221 0.005 0.014 0.033
C 3.861 -2.382 -2.648 0.018 0.000 -0.018
C 4.781 -1.782 -3.498 -0.025 -0.005 0.000
C 4.575 -0.479 -3.930 -0.026 0.016 0.020
C 3.455 0.229 -3.513 0.034 0.027 -0.012
C 1.191 2.195 -2.419 0.093 -0.019 0.104
C 0.199 2.928 -3.063 -0.018 0.040 -0.025
C 0.338 4.299 -3.237 0.000 -0.024 -0.004
C 1.472 4.951 -2.773 0.016 -0.008 0.021
C 2.460 4.230 -2.114 -0.046 0.006 -0.023
C 2.314 2.863 -1.931 -0.009 0.016 -0.012
C -0.957 -1.213 -3.246 0.068 -0.035 0.163
O -1.241 -1.576 -1.952 -0.094 0.108 0.045
C -1.299 -2.927 -1.724 -0.015 0.152 0.022
C -0.864 -3.336 -0.472 0.048 0.072 -0.007
C -0.873 -4.701 -0.207 0.031 -0.111 0.015
C -1.333 -5.594 -1.169 0.021 0.104 0.020
C -1.805 -5.134 -2.391 0.068 0.030 -0.009
C -1.796 -3.776 -2.697 -0.053 -0.157 -0.050
P -0.504 -1.992 0.726 0.026 0.079 0.010
C -2.225 -1.520 1.142 -0.027 -0.036 -0.032
C -2.525 -0.170 1.288 0.069 0.036 -0.021
C -3.820 0.242 1.577 -0.016 -0.022 -0.005
C -4.833 -0.696 1.709 0.021 -0.005 -0.018
C -4.551 -2.045 1.533 0.009 0.026 0.005
C -3.259 -2.453 1.242 0.008 -0.023 -0.001
C 0.137 -2.953 2.142 -0.096 -0.105 -0.072
C -0.667 -3.665 3.031 -0.021 0.067 0.025
C -0.097 -4.404 4.059 0.051 0.011 -0.018
C 1.284 -4.444 4.205 -0.031 0.004 -0.018
C 2.092 -3.740 3.324 0.009 -0.018 -0.011
C 1.521 -2.997 2.301 0.057 0.015 -0.101
H -4.239 -2.224 -4.564 0.001 0.004 -0.009
H -3.834 -1.979 -2.858 -0.006 0.001 0.004
H -4.429 -3.552 -3.404 -0.001 -0.016 -0.002
H -2.813 -3.710 -6.017 0.000 0.020 -0.003
H -2.991 -5.017 -4.879 -0.004 -0.008 0.017
H -1.368 -4.499 -5.363 0.006 0.001 0.000
H -1.659 -2.004 -6.433 -0.004 -0.002 -0.009
H -0.207 -0.060 -6.808 -0.004 0.007 -0.015
H 0.899 1.045 -4.912 -0.016 -0.011 0.004
H 2.044 -2.134 -1.538 0.006 0.003 -0.012
H 4.014 -3.399 -2.312 -0.001 -0.010 0.001
H 5.654 -2.330 -3.827 0.007 0.001 0.002
H 5.287 -0.010 -4.597 0.006 0.006 -0.010
H 3.309 1.246 -3.856 -0.015 0.004 -0.001
H -0.692 2.434 -3.429 0.001 0.008 0.013
H -0.441 4.856 -3.740 -0.010 0.005 -0.011
H 1.585 6.017 -2.923 0.000 0.009 -0.001
H 3.346 4.730 -1.746 0.008 0.005 0.007
H 3.082 2.314 -1.401 0.021 0.004 -0.011
H -0.520 -5.074 0.745 -0.016 0.015 0.022
H -1.338 -6.654 -0.957 0.007 -0.013 0.006
H -2.181 -5.848 -3.110 0.001 -0.011 -0.015
H -1.746 0.570 1.139 -0.017 -0.025 0.022
H -4.034 1.298 1.687 0.001 0.015 0.007
H -5.843 -0.379 1.930 -0.009 0.004 0.006
H -5.341 -2.780 1.612 -0.009 -0.006 0.001
H -3.065 -3.504 1.069 0.016 -0.018 -0.002
H -1.744 -3.622 2.944 -0.018 -0.019 -0.012
H -0.732 -4.946 4.747 -0.013 -0.006 0.007
H 1.727 -5.020 5.007 0.007 -0.003 0.011
H 3.168 -3.760 3.440 0.010 -0.003 -0.004
H 2.154 -2.427 1.626 -0.026 -0.018 0.023
O -0.598 2.275 -0.226 -0.319 -0.258 -0.103
N -1.431 3.233 -0.261 0.109 0.233 0.025
C -2.717 3.048 -0.691 0.131 0.026 0.012
C -3.534 4.103 -0.914 -0.014 0.101 -0.005
C -3.035 5.451 -0.735 -0.072 -0.094 -0.024
C -1.803 5.663 -0.269 0.100 0.021 0.052
C -0.895 4.547 0.147 -0.069 -0.065 -0.050
H -2.982 2.014 -0.864 0.036 -0.019 0.019
H -4.540 3.922 -1.262 -0.017 0.032 -0.001
H -3.667 6.287 -1.003 -0.021 -0.002 -0.016
H -1.412 6.666 -0.151 -0.003 0.005 -0.001
H 0.074 4.630 -0.355 -0.004 -0.030 -0.008
```
Positions in Å, forces in eV/Å.

Values from the calculation:
Charge: +1
HOMO energy (alpha / beta) (eV): -8.95 / -10.47
Spin multiplicity: 4
<S²>: 3.84

Record 4
Computed, not measured: a cluster of 2 separate species, C5H7N3O in total, with ωB97M-V/def2-TZVPD.

The geometry in XYZ format:
```
16
Properties=species:S:1:pos:R:3:forces:R:3
C -0.488 0.644 -1.790 -0.533 1.019 2.240
C -0.386 1.875 -1.207 -0.301 -2.568 0.464
C -0.561 -0.275 -0.678 -0.009 0.360 -1.093
C -0.531 0.468 0.476 0.277 -2.387 -1.549
C 2.938 0.407 1.876 0.461 0.434 0.435
N 2.387 -0.508 1.421 -0.413 -0.331 -0.531
N -0.644 -1.661 -0.948 -0.403 0.620 -0.868
N -0.589 -0.099 1.733 -1.162 -0.240 -0.401
O -0.389 1.746 0.218 0.198 1.994 -1.703
H -0.780 0.448 -2.811 0.594 -0.045 -0.070
H -0.408 2.761 -1.755 0.074 1.808 0.392
H 1.776 -1.016 0.812 0.259 -0.059 -0.098
H -1.541 -1.893 -1.351 -0.063 -0.092 -0.084
H -0.505 -2.258 -0.191 0.245 -1.013 1.521
H -0.171 0.321 2.499 0.708 1.884 1.424
H -0.109 -0.959 1.697 0.067 -1.385 -0.078
```
Positions in Å, forces in eV/Å.

Values from the calculation:
Charge: 0
Energy relative to the best compared isomer or geometry (same formula, charge and spin) (kJ/mol): 299.3
HOMO energy (eV): -7.65

Record 5
Computed, not measured: the molecule C18H20N2O4S, with ωB97M-V/def2-TZVPD.

The geometry in XYZ format:
```
45
Properties=species:S:1:pos:R:3:forces:R:3
C 6.065 -1.919 1.823 -0.123 -0.006 -0.393
C 6.043 -2.486 0.412 0.476 -0.036 0.299
O 5.013 -1.879 -0.375 -0.320 -0.282 0.065
C 5.285 -0.706 -0.937 -0.165 0.145 -0.402
O 6.341 -0.136 -0.861 0.150 0.028 0.031
C 4.072 -0.164 -1.677 0.244 -0.080 0.174
C 3.566 1.028 -0.928 0.532 0.696 -0.109
C 4.230 2.203 -0.769 -0.260 -0.147 0.012
S 3.316 3.293 0.204 -0.392 -0.611 -0.058
C 2.076 2.043 0.326 1.035 0.606 -0.304
N 0.947 2.302 1.047 -0.170 0.614 0.364
C -0.156 1.503 1.292 -0.026 -0.127 0.008
O -1.046 1.923 1.985 -0.086 -0.074 0.070
C -0.133 0.129 0.646 -0.187 -0.191 -0.122
O -1.301 -0.596 0.900 -0.135 0.112 0.116
C -2.481 -0.166 0.347 -0.276 -0.161 0.004
C -2.603 0.878 -0.559 0.285 0.009 0.028
C -3.847 1.212 -1.081 -0.022 -0.092 0.059
C -4.959 0.496 -0.701 0.021 -0.089 0.006
C -4.836 -0.554 0.208 0.111 0.128 -0.151
C -3.611 -0.891 0.735 0.293 0.116 -0.026
C -6.177 -1.168 0.482 -0.088 -0.085 0.055
C -7.045 -0.650 -0.675 -0.083 0.018 0.013
C -6.392 0.673 -1.109 -0.099 0.084 -0.054
N 2.358 0.956 -0.301 -0.635 -0.352 0.209
H 6.316 -0.861 1.794 0.036 0.058 0.040
H 6.813 -2.440 2.414 0.078 -0.052 0.095
H 5.092 -2.039 2.292 -0.059 -0.029 0.084
H 7.007 -2.320 -0.080 -0.162 -0.107 0.043
H 5.804 -3.551 0.417 0.037 0.133 -0.052
H 3.293 -0.923 -1.719 0.035 0.073 -0.090
H 4.383 0.127 -2.681 0.017 -0.099 0.034
H 5.192 2.476 -1.148 0.247 0.022 -0.095
H 0.904 3.212 1.495 -0.151 -0.242 -0.025
H 0.684 -0.450 1.088 -0.059 0.118 -0.174
H 0.075 0.227 -0.428 -0.016 -0.061 0.207
H -1.743 1.453 -0.865 0.094 0.033 -0.012
H -3.929 2.030 -1.782 0.011 0.084 -0.072
H -3.494 -1.698 1.440 0.031 -0.122 0.104
H -6.553 -0.807 1.443 -0.033 -0.044 0.044
H -6.142 -2.257 0.524 -0.024 -0.018 0.071
H -7.005 -1.360 -1.503 -0.016 -0.010 -0.007
H -8.088 -0.523 -0.388 -0.036 -0.053 -0.049
H -6.828 1.518 -0.568 -0.065 0.035 -0.039
H -6.507 0.864 -2.176 -0.045 0.058 0.000
```
Positions in Å, forces in eV/Å.

Values from the calculation:
Charge: 0
SMILES: CCOC(=O)Cc1csc(NC(=O)COc2ccc3c(c2)CCC3)n1
Energy relative to the best compared isomer or geometry (same formula, charge and spin) (kJ/mol): 82.6
HOMO energy (eV): -8.05

For reference, maximum force by record: 6.07; 4.77; 0.52; 2.86; 1.24 eV/Å.